[1]
{
  "formula": "C5H7F3",
  "method": "the ωB97M-V functional and the def2-TZVPD basis",
  "elements": ["C", "C", "C", "C", "C", "H", "H", "H", "H", "H", "H", "H", "F", "F", "F"],
  "xyz": [[0.74281, 1.66747, -0.11959], [0.09323, 0.39660, -0.54662], [-1.18242, -0.01979, 0.34806], [-0.69479, -1.49847, 0.10531], [0.67235, -0.94019, -0.12724], [0.02494, 2.53167, -0.14162], [1.64307, 1.85192, -0.60475], [0.91823, 1.49248, 0.95150], [-0.15790, 0.33027, -1.60626], [-1.06521, 0.30321, 1.40216], [-2.02824, 0.40942, -0.14568], [-1.09945, -1.90852, -0.85842], [-0.70375, -2.33076, 1.12132], [1.24589, -0.81763, 1.12537], [1.59125, -1.46768, -0.90355]],
  "nbo_charge": [-0.611, -0.256, -0.435, 0.164, 0.634, 0.215, 0.217, 0.221, 0.211, 0.229, 0.218, 0.173, -0.315, -0.352, -0.313],
  "relative_energy_ev": 0.231,
  "e_tot_ev": -13450.0039,
  "homo_energy_ev": -11.18,
  "gap_ev": 12.1
}

[2]
{
  "formula": "C3H15N2O2S",
  "method": "the ωB97M-V functional and the def2-TZVPD basis",
  "elements": ["N", "C", "C", "S", "C", "N", "H", "H", "H", "H", "H", "H", "H", "H", "H", "H", "H", "H", "H", "O", "H", "H", "O"],
  "xyz": [[0.21476, 0.61415, -0.68555], [0.44276, 0.07225, 0.77419], [-0.25129, -1.31193, 0.95101], [-2.05578, -1.26203, 0.86861], [1.97445, 0.17490, 0.99774], [2.48899, 1.54881, 1.15069], [-0.77573, 1.00944, -0.80922], [0.78849, 1.48546, -0.87897], [0.35045, -0.16500, -1.40355], [-0.03947, 0.93142, 1.51875], [0.19519, -2.13533, 0.39429], [0.05221, -1.68846, 2.01275], [-2.55525, -1.14565, -0.31969], [2.59184, -0.28696, 0.05932], [1.99706, -0.70118, 1.82706], [3.05794, 1.84031, 0.38809], [3.00524, 1.60411, 1.98533], [0.60664, -2.49206, -2.60914], [2.10698, -1.98432, -2.45703], [1.19029, -1.98888, -2.11785], [-2.53213, 3.09905, -0.89341], [-2.38932, 3.20881, -2.42575], [-1.87646, 3.09646, -1.61717]],
  "nbo_charge": [-0.757, -0.059, -0.599, -0.003, -0.261, -0.849, 0.460, 0.452, 0.471, 0.259, 0.261, 0.280, 0.130, 0.194, 0.232, 0.376, 0.390, 0.493, 0.505, -0.980, 0.484, 0.490, -0.968],
  "relative_energy_ev": 1.895,
  "e_tot_ev": -21257.2069,
  "total_charge": 1,
  "homo_energy_ev": -12.89,
  "gap_ev": 10.0
}

[3]
{
  "formula": "C9H15ClNP",
  "method": "the ωB97M-V functional and the def2-TZVPD basis",
  "elements": ["C", "C", "C", "C", "C", "C", "C", "C", "C", "N", "P", "Cl", "H", "H", "H", "H", "H", "H", "H", "H", "H", "H", "H", "H", "H", "H", "H"],
  "xyz": [[-0.45123, 0.77794, 2.39583], [-1.74855, 0.89837, 2.72188], [0.10178, -0.43368, 1.81736], [1.59935, -0.23006, 0.51729], [-2.27288, 2.16238, 3.27080], [0.08701, -1.23493, -2.69280], [0.71456, -0.20032, -1.68896], [2.84915, -1.49850, -1.22704], [1.47738, -1.03179, -0.61348], [-0.36982, -1.56262, 2.09641], [2.64426, 0.90485, 1.09596], [3.24758, -3.18536, -0.92497], [0.06001, 1.67407, 2.45922], [-2.37261, 0.11000, 2.54433], [-2.73133, 2.20303, 4.28862], [-2.88075, 2.58008, 2.41794], [-1.47426, 2.83462, 3.33375], [0.70860, -2.02131, -3.15231], [-0.77472, -1.92220, -2.32111], [-0.36565, -0.73992, -3.62509], [0.00392, 0.43866, -1.20610], [1.51733, 0.38054, -2.31431], [2.89106, -1.52037, -2.28797], [3.73321, -0.88137, -0.94982], [0.82740, -1.91228, -0.45078], [-0.03093, -2.40759, 1.76407], [3.65813, 1.00935, -0.00126]],
  "nbo_charge": [-0.333, -0.062, 0.371, -0.388, -0.654, -0.644, -0.360, -0.364, -0.409, -0.650, 0.420, -0.061, 0.214, 0.200, 0.234, 0.224, 0.208, 0.218, 0.213, 0.217, 0.225, 0.210, 0.214, 0.228, 0.234, 0.363, -0.070],
  "relative_energy_ev": 1.663,
  "e_tot_ev": -32872.9414,
  "homo_energy_ev": -8.94,
  "gap_ev": 9.2
}

[4]
{
  "formula": "C3H9N5",
  "method": "the ωB97M-V functional and the def2-TZVPD basis",
  "elements": ["C", "C", "C", "H", "H", "H", "H", "H", "H", "H", "H", "H", "N", "N", "N", "N", "N"],
  "xyz": [[1.06707, 0.38006, -0.84261], [0.34808, -0.28153, 0.35888], [-0.72903, 0.50551, 1.02215], [0.52286, 0.22061, -2.05175], [1.02795, 1.67870, -0.91477], [2.11468, 0.07863, -0.60922], [2.10246, -2.65764, 0.74684], [2.15498, -1.61582, -0.42212], [-0.13245, 0.05408, 2.80896], [-2.64469, 1.17132, 0.62144], [-1.70280, 1.22743, -1.99029], [-2.50585, -0.02561, -1.54792], [0.71072, -1.29275, 1.01443], [1.94859, -1.69610, 0.62189], [-0.82305, 0.60017, 2.31821], [-1.75804, 1.07416, 0.09966], [-1.70148, 0.57879, -1.23376]],
  "nbo_charge": [-0.725, 0.122, 0.408, 0.272, 0.248, 0.219, 0.357, 0.336, 0.365, 0.386, 0.352, 0.349, -0.212, -0.640, -0.676, -0.487, -0.673],
  "relative_energy_ev": 5.185,
  "e_tot_ev": -10702.8630,
  "homo_energy_ev": -8.78,
  "gap_ev": 9.6
}

[5]
{
  "formula": "C24H35INO4P2W",
  "method": "the ωB97M-V functional and the def2-TZVPD basis",
  "elements": ["C", "C", "H", "H", "H", "O", "I", "W", "P", "C", "C", "H", "H", "H", "H", "H", "H", "C", "H", "H", "H", "P", "C", "C", "H", "H", "H", "C", "H", "H", "H", "H", "H", "H", "C", "O", "C", "C", "C", "C", "C", "C", "N", "C", "C", "C", "C", "C", "C", "C", "O", "O", "C", "C", "H", "H", "H", "H", "H", "H", "H", "H", "H", "H", "H", "H", "H", "H"],
  "xyz": [[-0.52898, -2.00106, -5.62347], [-0.63682, -1.16304, -4.34066], [-0.52313, -1.33233, -6.49942], [-1.40666, -2.63847, -5.64957], [0.37631, -2.59182, -5.59917], [-0.92513, 0.03742, -4.44254], [-0.79397, -3.14383, -2.85915], [-0.42239, -0.40746, -1.69879], [1.84526, -0.22537, -2.30232], [2.67650, 1.27918, -1.79552], [2.24918, -1.44263, -1.00293], [3.35298, -1.45191, -0.97296], [3.67664, -0.67569, -3.70112], [1.86634, -2.44102, -1.26180], [2.39817, -1.89264, -3.94030], [2.48080, 1.51019, -0.73441], [1.88603, -1.13276, -0.00992], [2.59983, -0.83443, -3.79251], [3.75495, 1.13404, -1.95714], [2.22969, -0.29189, -4.66145], [2.28498, 2.09939, -2.41477], [-2.90295, -0.13352, -2.03173], [-3.66490, 1.40671, -1.45871], [-3.72255, -0.51359, -3.59545], [-3.06291, -2.39523, -1.21969], [-4.53368, -1.39221, -0.92023], [-3.07597, -1.19612, 0.11968], [-3.43599, -1.41659, -0.89116], [-3.57917, -1.56094, -3.86994], [-4.79272, -0.31726, -3.48316], [-4.75999, 1.30382, -1.50711], [-3.33325, 2.23931, -2.09960], [-3.31157, 0.11818, -4.38604], [-3.35809, 1.61653, -0.42237], [-0.46772, 1.55863, -1.77246], [-0.52750, 2.74025, -1.81314], [4.17163, 0.48717, 3.25385], [2.99636, -0.46749, 3.24702], [3.17489, -1.78804, 2.83348], [2.09247, -2.67373, 2.76570], [0.81885, -2.21847, 3.07246], [0.62068, -0.86859, 3.41267], [-0.70320, -0.41591, 3.52727], [-1.28568, 0.75104, 3.03900], [-2.54996, 1.14928, 3.49913], [-3.05834, 2.37721, 3.11238], [-2.32565, 3.24680, 2.31407], [-1.08386, 2.84257, 1.79773], [-0.66233, 1.54080, 2.05871], [0.34712, 0.87049, 1.15370], [1.46785, 1.41230, 0.95407], [-0.06536, -0.27073, 0.70717], [1.73394, -0.03320, 3.65974], [1.56774, 1.31643, 4.29227], [3.97507, 1.35728, 2.60204], [4.38398, 0.85959, 4.27172], [5.06467, -0.02948, 2.87862], [4.18084, -2.10139, 2.55020], [2.25445, -3.70851, 2.47271], [-0.05479, -2.86332, 2.99199], [-1.35262, -1.08359, 3.91136], [-3.06930, 0.47960, 4.16322], [-4.04570, 2.66094, 3.45445], [-2.68820, 4.23145, 2.06550], [-0.44889, 3.47179, 1.17959], [1.62654, 2.10904, 3.52588], [0.62136, 1.40975, 4.83117], [2.38381, 1.49705, 5.01214]],
  "nbo_charge": [-0.740, 0.603, 0.284, 0.289, 0.276, -0.456, 0.207, 0.545, 1.174, -0.998, -0.985, 0.306, 0.297, 0.259, 0.265, 0.325, 0.311, -0.980, 0.278, 0.273, 0.269, 1.146, -0.960, -0.956, 0.262, 0.292, 0.269, -0.971, 0.259, 0.292, 0.285, 0.277, 0.272, 0.266, 0.487, -0.369, -0.648, -0.023, -0.123, -0.209, -0.185, 0.111, -0.365, 0.129, -0.169, -0.192, -0.140, -0.207, -0.067, 0.754, -0.635, -0.759, 0.146, -0.687, 0.238, 0.251, 0.235, 0.240, 0.247, 0.228, 0.425, 0.241, 0.258, 0.253, 0.255, 0.252, 0.230, 0.262],
  "e_tot_ev": -63611.1551,
  "spin_multiplicity": 3,
  "total_charge": 3,
  "homo_energy_ev": [-16.40, -16.51],
  "gap_ev": [5.0, 5.1],
  "s_squared": 2.048
}

[6]
{
  "formula": "C16H22AuN2Te",
  "method": "the ωB97M-V functional and the def2-TZVPD basis",
  "elements": ["Au", "N", "C", "C", "C", "C", "N", "H", "H", "H", "H", "H", "H", "H", "H", "H", "H", "H", "H", "Te", "C", "C", "C", "C", "C", "C", "C", "C", "C", "C", "C", "C", "H", "H", "H", "H", "H", "H", "H", "H", "H", "H"],
  "xyz": [[-1.13918, 1.63901, 0.55543], [-2.05842, 1.70122, 2.48427], [-1.16054, 1.01213, 3.46624], [0.05848, 1.88975, 3.66654], [1.44431, 1.20895, 3.81096], [2.03901, 0.56287, 2.52805], [2.13454, 1.37770, 1.32185], [-2.27934, 2.67723, 2.75113], [-2.97959, 1.24153, 2.45229], [-0.90519, 0.02413, 3.02860], [-1.68677, 0.84811, 4.42620], [-0.04779, 2.49957, 4.58001], [0.16296, 2.63610, 2.85527], [1.38636, 0.42894, 4.59944], [2.14657, 1.97807, 4.20457], [1.39724, -0.33718, 2.31162], [3.04068, 0.12657, 2.75455], [3.07183, 1.33440, 0.91353], [1.94132, 2.36368, 1.46659], [0.64690, 1.08245, -1.23549], [-0.39297, 0.63510, -3.02255], [-1.78390, 0.48683, -3.02102], [-2.46447, 0.06959, -4.15121], [-1.77400, -0.16673, -5.32699], [-0.40016, 0.05941, -5.36421], [0.28970, 0.39957, -4.21626], [0.59578, -1.02881, -0.78233], [1.77159, -1.76036, -0.71065], [1.74123, -3.11949, -0.43294], [0.52382, -3.75065, -0.20171], [-0.66917, -3.03325, -0.25533], [-0.60611, -1.65686, -0.53360], [-2.34290, 0.73061, -2.12988], [-3.55636, 0.04109, -4.16619], [-2.35535, -0.45625, -6.18971], [0.14828, 0.00295, -6.31035], [1.36169, 0.50983, -4.29125], [2.69926, -1.22259, -0.92418], [2.65937, -3.70292, -0.36988], [0.50529, -4.80265, 0.03277], [-1.65447, -3.47814, -0.04909], [-1.50950, -1.05153, -0.52511]],
  "nbo_charge": [0.394, -0.868, -0.233, -0.435, -0.403, -0.227, -0.874, 0.409, 0.410, 0.214, 0.216, 0.232, 0.199, 0.223, 0.218, 0.177, 0.209, 0.385, 0.370, 0.793, -0.299, -0.233, -0.202, -0.181, -0.193, -0.233, -0.233, -0.269, -0.136, -0.211, -0.199, -0.248, 0.208, 0.227, 0.229, 0.230, 0.221, 0.219, 0.222, 0.228, 0.231, 0.214],
  "relative_energy_ev": 0.000,
  "e_tot_ev": -30908.7054,
  "total_charge": 1,
  "homo_energy_ev": -11.89,
  "gap_ev": 9.0
}

What did the third record say?
{
  "formula": "C9H15ClNP",
  "method": "the ωB97M-V functional and the def2-TZVPD basis",
  "elements": ["C", "C", "C", "C", "C", "C", "C", "C", "C", "N", "P", "Cl", "H", "H", "H", "H", "H", "H", "H", "H", "H", "H", "H", "H", "H", "H", "H"],
  "xyz": [[-0.45123, 0.77794, 2.39583], [-1.74855, 0.89837, 2.72188], [0.10178, -0.43368, 1.81736], [1.59935, -0.23006, 0.51729], [-2.27288, 2.16238, 3.27080], [0.08701, -1.23493, -2.69280], [0.71456, -0.20032, -1.68896], [2.84915, -1.49850, -1.22704], [1.47738, -1.03179, -0.61348], [-0.36982, -1.56262, 2.09641], [2.64426, 0.90485, 1.09596], [3.24758, -3.18536, -0.92497], [0.06001, 1.67407, 2.45922], [-2.37261, 0.11000, 2.54433], [-2.73133, 2.20303, 4.28862], [-2.88075, 2.58008, 2.41794], [-1.47426, 2.83462, 3.33375], [0.70860, -2.02131, -3.15231], [-0.77472, -1.92220, -2.32111], [-0.36565, -0.73992, -3.62509], [0.00392, 0.43866, -1.20610], [1.51733, 0.38054, -2.31431], [2.89106, -1.52037, -2.28797], [3.73321, -0.88137, -0.94982], [0.82740, -1.91228, -0.45078], [-0.03093, -2.40759, 1.76407], [3.65813, 1.00935, -0.00126]],
  "nbo_charge": [-0.333, -0.062, 0.371, -0.388, -0.654, -0.644, -0.360, -0.364, -0.409, -0.650, 0.420, -0.061, 0.214, 0.200, 0.234, 0.224, 0.208, 0.218, 0.213, 0.217, 0.225, 0.210, 0.214, 0.228, 0.234, 0.363, -0.070],
  "relative_energy_ev": 1.663,
  "e_tot_ev": -32872.9414,
  "homo_energy_ev": -8.94,
  "gap_ev": 9.2
}

Which formula does entry 1 have?
C5H7F3